This record from the Open Molecules 2025 dataset describes C16H23AuNO3P2 as an isolated structure at a distorted geometry. The level of theory is ωB97M-V/def2-TZVPD.

Each line ends with the natural charge from an NBO analysis.
Positions of all 46 atoms, in Å:
Au: 0.171 -0.030 0.146  0.634
P: 0.914 0.978 2.118  0.825
P: 0.301 -2.119 1.319  0.803
O: -0.696 3.187 -2.900  -0.448
O: -0.523 1.879 -1.075  -0.628
O: -0.718 -0.844 -1.842  -0.630
N: -0.702 0.996 -3.261  -0.472
C: -0.633 1.997 -2.306  0.909
C: 0.055 -2.541 4.105  -0.208
C: 1.638 -3.335 1.288  -0.944
C: -1.052 1.560 -4.574  -0.244
C: -0.806 -0.381 -2.992  0.675
C: 0.168 -1.609 3.064  -0.253
C: 0.391 -0.220 3.383  -0.378
C: -1.161 -3.023 0.708  -0.939
C: 0.257 -0.765 5.745  -0.180
C: 2.702 0.923 1.704  -0.934
C: -0.871 3.025 -4.346  -0.087
C: -1.656 -2.440 -3.868  -0.217
C: -1.123 -1.225 -4.127  -0.358
C: 0.115 -2.120 5.434  -0.191
C: 0.379 0.171 4.722  -0.190
C: 0.563 2.665 2.648  -0.961
H: -0.386 1.147 -5.326  0.225
H: -0.467 2.755 3.024  0.261
H: 0.084 -2.843 6.248  0.230
H: -1.754 3.595 -4.641  0.220
H: 0.511 1.223 5.005  0.222
H: -2.040 -2.362 0.706  0.254
H: -0.954 -0.825 -5.144  0.229
H: 0.035 3.419 -4.809  0.212
H: -0.921 -3.314 -0.328  0.249
H: 2.965 -0.064 1.292  0.247
H: 1.368 -4.238 1.869  0.232
H: 0.304 -0.449 6.785  0.231
H: 0.676 3.310 1.759  0.266
H: 1.267 3.022 3.424  0.232
H: -1.922 -2.715 -2.852  0.224
H: -1.899 -3.080 -4.702  0.219
H: -0.044 -3.628 3.930  0.223
H: -1.379 -3.922 1.299  0.230
H: -2.093 1.299 -4.807  0.219
H: 3.362 1.161 2.545  0.236
H: 1.790 -3.603 0.231  0.250
H: 2.560 -2.894 1.694  0.252
H: 2.835 1.688 0.917  0.253

Calculated values
HOMO level, eV: -8.9
Total charge: +1
DFT total energy, eV: -46862.0282
LUMO energy, eV: -3.16
Largest force on an atom, eV/A: 3.33


This record from the Open Molecules 2025 dataset describes C16H23B2F4N4O4SiTl as an isolated structure. The level of theory is ωB97M-V/def2-TZVPD.

Each line ends with the natural charge from an NBO analysis.
Positions of all 55 atoms, in Å:
Tl: 1.338 -1.118 -0.146  0.827
Si: -1.046 -0.530 -3.495  1.937
F: -3.486 0.200 -1.158  -0.474
F: 3.798 -0.496 3.992  -0.471
F: -1.389 -0.642 -1.664  -0.527
F: 3.256 -1.055 1.805  -0.524
O: 1.657 -1.279 3.559  -0.355
O: -1.678 1.266 -0.215  -0.475
O: 2.394 0.927 2.805  -0.349
O: -2.403 -0.969 0.489  -0.460
N: -1.308 -1.249 1.169  -0.021
N: 0.723 -1.446 2.687  -0.017
N: -0.466 1.215 0.309  -0.018
N: 1.570 1.055 1.827  -0.011
C: -0.389 -2.019 3.160  0.289
C: 2.549 1.188 -2.492  -0.242
C: 3.085 -0.904 -3.563  -0.199
C: -1.539 -1.885 2.306  0.204
C: -1.034 3.539 0.893  -0.689
C: 1.199 0.942 -2.695  -0.154
C: -2.048 0.924 -4.025  -1.189
C: 1.043 2.291 1.719  0.287
C: 1.576 3.453 2.465  -0.709
C: -0.471 -2.673 4.486  -0.708
C: -1.623 -2.212 -3.973  -1.180
C: -0.145 2.346 0.923  0.194
C: -2.876 -2.374 2.737  -0.697
C: 0.771 -0.241 -3.322  -0.612
C: 1.732 -1.157 -3.755  -0.166
C: 3.491 0.261 -2.930  -0.168
B: -2.285 -0.012 -0.622  1.307
B: 2.896 -0.536 3.020  1.288
H: 4.546 0.455 -2.788  0.245
H: -2.912 -3.463 2.634  0.273
H: -0.539 4.421 1.284  0.251
H: -1.420 1.798 -4.196  0.271
H: -1.884 -2.254 -5.032  0.287
H: -3.050 -2.148 3.789  0.258
H: -2.531 -2.439 -3.410  0.278
H: -0.883 -2.987 -3.773  0.266
H: 3.822 -1.614 -3.914  0.247
H: 0.933 3.680 3.323  0.281
H: 0.490 -2.693 4.987  0.277
H: 2.575 3.256 2.840  0.277
H: 1.434 -2.075 -4.246  0.232
H: -0.845 -3.692 4.362  0.274
H: 1.580 4.337 1.829  0.265
H: -2.556 0.685 -4.962  0.288
H: -1.192 -2.152 5.122  0.274
H: -2.825 1.177 -3.302  0.284
H: -1.924 3.343 1.498  0.273
H: 0.470 1.668 -2.350  0.204
H: -3.672 -1.946 2.138  0.274
H: 2.873 2.099 -2.007  0.234
H: -1.383 3.734 -0.121  0.269

Calculated values
HOMO level (alpha / beta), eV: -15.4 / -15.4
Total charge: +2
DFT total energy, eV: -55898.2887
LUMO energy (alpha / beta), eV: -9.22 / -9.28
Largest force on an atom, eV/A: 0.39


This record from the Open Molecules 2025 dataset describes a 2-piece molecular cluster, C16H23BF2NO10P overall at a distorted geometry. The level of theory is ωB97M-V/def2-TZVPD.

Each line ends with the natural charge from an NBO analysis.
Positions of all 54 atoms, in Å:
P: -3.946 -1.324 1.446  2.282
F: 5.311 7.433 -0.154  -0.547
F: 5.466 6.216 1.814  -0.549
O: -3.582 0.293 1.244  -0.966
O: -3.474 -1.682 2.998  -0.948
O: -1.238 -3.727 2.712  -0.637
O: 3.026 -1.186 -0.374  -0.576
O: 1.459 5.472 0.304  -0.590
O: -3.088 -4.926 2.412  -0.494
O: -5.423 -1.441 1.265  -1.052
O: 3.333 3.651 -0.971  -0.607
O: 4.854 5.102 -0.194  -0.646
O: 3.328 6.585 0.844  -0.645
N: -2.365 -2.628 -2.215  -0.473
C: -3.009 -1.899 -1.241  0.411
C: 2.661 5.592 0.283  0.665
C: -1.718 -3.820 -1.953  0.094
C: -1.238 0.175 -0.887  -0.427
C: 3.623 4.659 -0.371  0.671
C: 4.180 -2.033 -0.416  -0.255
C: 2.316 1.099 0.210  -0.417
C: 3.100 -0.205 0.675  -0.064
C: -2.293 -4.182 1.930  0.752
C: -2.542 0.631 -1.637  -0.394
C: 0.783 0.838 0.503  -0.388
C: -1.683 -4.350 -0.615  -0.234
C: -0.188 1.361 -0.664  -0.395
C: -3.052 -2.349 0.172  -0.431
C: -3.655 -0.547 -1.711  -0.480
C: -2.358 -3.619 0.472  0.001
B: 4.772 6.359 0.590  1.254
H: -2.346 -2.277 -3.177  0.456
H: 0.435 1.218 1.506  0.211
H: 2.643 1.942 0.867  0.237
H: -4.550 -0.331 -1.067  0.275
H: -0.751 2.226 -0.221  0.219
H: -2.335 0.889 -2.715  0.222
H: -1.431 -0.227 0.148  0.203
H: 4.165 0.084 0.932  0.185
H: -0.682 -0.573 -1.530  0.189
H: -1.143 -5.292 -0.371  0.276
H: 4.890 -1.676 -1.219  0.185
H: 2.483 1.282 -0.878  0.242
H: -4.040 -2.444 3.251  0.526
H: -1.198 -4.351 -2.784  0.262
H: -3.939 0.757 2.031  0.530
H: 4.743 -2.101 0.552  0.180
H: 0.657 -0.290 0.557  0.162
H: -0.719 -3.086 2.180  0.493
H: 2.669 -0.658 1.611  0.153
H: -3.049 1.481 -1.102  0.245
H: -4.058 -0.667 -2.759  0.235
H: 3.825 -3.067 -0.684  0.172
H: 0.369 1.614 -1.598  0.227

Calculated values
HOMO level, eV: -8.4
Total charge: 0
DFT total energy, eV: -54334.0405
LUMO energy, eV: -3.64
Largest force on an atom, eV/A: 3.71


This record from the Open Molecules 2025 dataset describes C16H23BN6V as an isolated structure at a distorted geometry. The level of theory is ωB97M-V/def2-TZVPD.

Each line ends with the Mulliken spin population.
Positions of all 47 atoms, in Å:
V: -0.574 0.526 -1.494  2.298
N: 1.586 -3.285 0.629  -0.004
N: 0.604 -2.440 -1.874  0.000
N: 0.395 -1.139 -2.289  -0.064
N: 2.461 -2.380 1.235  0.367
N: -1.303 -0.968 -0.211  -0.054
N: -0.916 -2.264 0.093  -0.041
C: 0.748 -3.208 -2.990  0.003
C: 3.247 -3.075 2.074  -0.041
C: -0.693 2.833 0.672  0.023
C: -0.743 4.021 1.509  -0.015
C: -0.650 1.949 -0.188  -0.152
C: 2.929 -4.458 2.017  0.338
C: -3.067 -2.021 0.670  -0.004
C: 0.978 1.476 -2.107  -0.084
C: -0.136 3.755 2.884  -0.001
C: 0.446 -1.100 -3.648  0.018
C: 1.890 -4.542 1.087  0.312
C: -2.214 4.402 1.648  -0.002
C: -2.006 -2.915 0.586  0.020
C: 0.653 -2.401 -4.113  -0.001
C: -2.585 -0.794 0.194  0.028
C: 0.073 5.116 0.818  -0.001
B: 0.378 -2.997 -0.415  0.028
H: 1.135 0.668 -1.310  -0.006
H: -0.690 2.979 3.416  -0.001
H: -4.069 -2.234 1.002  0.000
H: 0.845 -4.278 -2.909  0.001
H: -2.721 4.417 0.679  0.000
H: 4.012 -2.612 2.690  0.003
H: 1.662 1.216 -2.916  0.004
H: -2.321 5.387 2.111  0.000
H: -0.058 6.074 1.329  0.002
H: -1.978 -3.982 0.757  0.001
H: -2.730 3.671 2.279  -0.002
H: -0.154 4.667 3.489  -0.001
H: 1.151 2.462 -1.667  -0.003
H: -3.081 0.167 0.099  0.001
H: 1.139 4.866 0.845  -0.001
H: 0.905 3.434 2.788  0.000
H: 0.366 -0.163 -4.191  0.000
H: 0.004 -4.144 -0.635  -0.003
H: -0.137 1.427 -2.563  0.017
H: 3.383 -5.259 2.567  0.006
H: 1.336 -5.402 0.727  0.011
H: 0.711 -2.698 -5.141  0.000
H: -0.210 5.243 -0.232  0.001

Calculated values
HOMO level (alpha / beta), eV: -15.2 / -15.4
Total charge: +2
DFT total energy, eV: -52248.1773
LUMO energy (alpha / beta), eV: -8.04 / -10.08
Spin multiplicity: 4
Largest force on an atom, eV/A: 9.73